Computed, not measured: a 2-piece molecular cluster, C4H12 overall in a non-equilibrium geometry, with wB97M-V/def2-TZVPD.

Electronic energy in a.u.: -159.575933
ΔE to the lowest compared entry with this formula, charge and spin in eV: 0.246
Frontier orbital gap in eV: 12.77
Structure (SMILES): CC.CC

```
! RIJCOSX wB97M-V def2-TZVPD def2/J DEFGRID3
* xyz 0 1
C -2.4505 0.0349 1.9257
C -1.4302 0.5171 0.8882
H -3.4789 0.1150 1.5823
H -2.3149 -0.9411 2.3862
H -2.3949 0.6986 2.7992
H -0.4755 0.7361 1.3605
H -1.8626 1.3853 0.4071
H -1.2683 -0.2936 0.1750
C 2.4490 -0.7367 -1.0466
C 1.4831 0.1331 -1.8484
H 2.2438 -1.7942 -1.2056
H 3.4849 -0.4984 -1.2641
H 2.2411 -0.5680 0.0128
H 1.8563 1.1584 -1.9530
H 0.5291 0.3253 -1.3629
H 1.3885 -0.2717 -2.8562
*
```